(1)
Below is C33H49BClIrNOP4 as an isolated structure, with properties calculated with ωB97M-V/def2-TZVPD.

## Properties
net charge	+2
multiplicity	6
E_LUMO (alpha / beta)	-0.19617 / -0.35177	Eh
expectation value of S²	8.804

Element x y z (Å)
P (1.622, 1.167, -3.367)
C (3.135, 1.488, -2.581)
C (4.007, 0.784, -3.466)
H (3.584, 0.002, -4.092)
C (5.277, 1.284, -3.696)
H (5.880, 0.826, -4.489)
C (5.713, 2.352, -2.897)
H (6.718, 2.726, -3.072)
C (4.927, 2.918, -1.884)
H (5.331, 3.732, -1.274)
C (3.601, 2.494, -1.682)
H (2.969, 2.880, -0.890)
C (1.084, -0.531, -3.233)
C (1.771, -1.616, -2.633)
H (2.583, -1.446, -1.920)
C (1.409, -2.915, -3.022)
H (1.990, -3.783, -2.666)
C (0.372, -3.096, -3.962)
H (0.149, -4.102, -4.324)
C (-0.395, -2.030, -4.431)
H (-1.193, -2.155, -5.197)
C (-0.112, -0.755, -3.974)
H (-0.643, 0.117, -4.356)
C (0.355, 2.393, -3.117)
C (0.693, 3.097, -4.315)
H (1.584, 2.766, -4.828)
C (-0.155, 4.033, -4.863)
H (0.130, 4.478, -5.840)
C (-1.315, 4.366, -4.131)
H (-1.960, 5.130, -4.558)
C (-1.628, 3.764, -2.906)
H (-2.560, 4.092, -2.355)
C (-0.827, 2.740, -2.365)
H (-1.042, 2.282, -1.415)
Ir (-0.007, -0.044, 2.588)
C (-1.551, -1.230, 1.879)
C (-1.865, -1.440, 0.583)
H (-2.149, -1.681, 2.687)
C (-1.092, -0.797, -0.546)
O (-2.094, -0.091, -1.360)
H (-1.666, 0.390, -2.036)
C (-0.098, 0.140, -0.165)
H (-0.623, -1.616, -1.168)
C (0.405, 0.584, 0.984)
Cl (1.931, 1.275, 3.336)
P (-1.283, 1.940, 2.631)
P (1.591, -1.742, 2.393)
C (-0.773, 2.929, 4.083)
H (0.274, 3.221, 3.937)
H (-0.843, 2.324, 4.996)
H (-1.415, 3.816, 4.157)
C (-1.394, 3.151, 1.277)
H (-2.146, 2.839, 0.541)
H (-0.423, 3.219, 0.775)
H (-1.669, 4.139, 1.679)
C (-3.007, 1.436, 2.973)
H (-3.005, 0.678, 3.765)
H (-3.441, 0.995, 2.068)
H (-3.605, 2.302, 3.283)
C (2.382, -1.858, 4.034)
H (1.618, -2.032, 4.802)
H (2.873, -0.898, 4.244)
H (3.114, -2.673, 4.019)
C (0.853, -3.385, 2.098)
H (0.468, -3.437, 1.072)
H (0.013, -3.524, 2.790)
H (1.598, -4.177, 2.258)
C (2.955, -1.618, 1.194)
H (3.286, -0.575, 1.130)
H (2.616, -1.947, 0.204)
H (3.790, -2.254, 1.527)
P (-3.263, -2.556, 0.152)
C (-3.835, -3.523, 1.553)
C (-2.732, -3.691, -1.177)
H (-4.090, -2.837, 2.373)
H (-3.037, -4.212, 1.870)
H (-4.728, -4.107, 1.268)
H (-2.348, -3.123, -2.041)
H (-3.575, -4.319, -1.513)
H (-1.936, -4.348, -0.793)
C (-4.642, -1.584, -0.520)
H (-5.061, -0.968, 0.286)
H (-5.430, -2.241, -0.920)
H (-4.246, -0.932, -1.311)
H (1.196, 1.312, 0.841)
B (-0.053, -0.018, 7.070)
C (-0.279, -0.226, 5.572)
N (-0.494, -0.448, 4.450)
H (0.992, -0.646, 7.276)
H (-1.099, -0.580, 7.441)
H (-0.015, 1.208, 7.214)

Here is what Löwdin gives for the atomic charges, in e: number 1, P, carries 1.091; number 2, C, carries -0.400; number 3, C, carries -0.184; number 4, H, carries 0.080; number 5, C, carries -0.082; number 6, H, carries 0.115; number 7, C, carries -0.095; number 8, H, carries 0.103; number 9, C, carries -0.085; number 10, H, carries 0.110; number 11, C, carries -0.102; number 12, H, carries 0.080; number 13, C, carries -0.365; number 14, C, carries -0.106; number 15, H, carries 0.091; number 16, C, carries -0.074; number 17, H, carries 0.116; number 18, C, carries -0.086; number 19, H, carries 0.110; number 20, C, carries -0.086; number 21, H, carries 0.128; number 22, C, carries -0.123; number 23, H, carries 0.108; number 24, C, carries -0.292; number 25, C, carries -0.146; number 26, H, carries 0.087; number 27, C, carries -0.043; number 28, H, carries 0.133; number 29, C, carries -0.059; number 30, H, carries 0.112; number 31, C, carries -0.077; number 32, H, carries 0.127; number 33, C, carries -0.083; number 34, H, carries 0.042; number 35, Ir, carries 1.074; number 36, C, carries -0.221; number 37, C, carries -0.332; number 38, H, carries 0.060; number 39, C, carries -0.362; number 40, O, carries -0.022; number 41, H, carries 0.032; number 42, C, carries 0.089; number 43, H, carries 0.151; number 44, C, carries -0.498; number 45, Cl, carries 0.153; number 46, P, carries 0.751; number 47, P, carries 0.707; number 48, C, carries -0.241; number 49, H, carries 0.014; number 50, H, carries 0.038; number 51, H, carries 0.070; number 52, C, carries -0.200; number 53, H, carries 0.057; number 54, H, carries 0.051; number 55, H, carries 0.079; number 56, C, carries -0.227; number 57, H, carries 0.046; number 58, H, carries 0.040; number 59, H, carries 0.071; number 60, C, carries -0.255; number 61, H, carries 0.042; number 62, H, carries 0.006; number 63, H, carries 0.068; number 64, C, carries -0.227; number 65, H, carries 0.039; number 66, H, carries 0.050; number 67, H, carries 0.072; number 68, C, carries -0.198; number 69, H, carries 0.054; number 70, H, carries 0.032; number 71, H, carries 0.079; number 72, P, carries 0.922; number 73, C, carries -0.166; number 74, C, carries -0.151; number 75, H, carries 0.068; number 76, H, carries 0.076; number 77, H, carries 0.088; number 78, H, carries 0.058; number 79, H, carries 0.081; number 80, H, carries 0.070; number 81, C, carries -0.156; number 82, H, carries 0.069; number 83, H, carries 0.079; number 84, H, carries 0.056; number 85, H, carries 0.057; number 86, B, carries -0.319; number 87, C, carries -0.210; number 88, N, carries -0.100; number 89, H, carries 0.056; number 90, H, carries 0.083; number 91, H, carries 0.051


(2)
Below is C12H25N2O2P2PbS as an isolated structure, with properties calculated with ωB97M-V/def2-TZVPD.

## Properties
net charge	+1
multiplicity	1
E_LUMO	-0.12910	Eh

Element x y z (Å)
C (-0.214, -2.421, -2.539)
C (-0.425, -1.217, -1.833)
N (0.471, -0.884, -0.858)
C (1.599, -1.571, -0.610)
C (1.829, -2.754, -1.282)
C (0.922, -3.186, -2.239)
C (-1.613, -0.418, -2.015)
P (-1.858, 1.211, -1.408)
Pb (0.241, 1.214, 0.140)
P (2.115, 0.210, 1.606)
C (2.662, -0.963, 0.323)
O (-2.803, -1.924, 0.176)
O (-0.911, -2.255, 2.027)
H (-0.946, -2.706, -3.293)
H (2.753, -3.314, -1.032)
H (1.088, -4.113, -2.777)
C (-1.516, 2.583, -2.522)
C (-3.428, 1.471, -0.579)
H (3.178, -1.750, 0.888)
H (3.391, -0.392, -0.280)
H (-2.508, -1.391, -0.602)
H (-2.268, -0.651, -2.862)
C (3.313, 1.527, 1.839)
C (1.687, -0.616, 3.119)
H (-1.292, 0.417, 1.517)
H (-1.458, -2.152, 2.824)
H (-1.574, -2.249, 1.276)
H (-3.207, -2.718, -0.216)
H (1.376, 1.978, -1.046)
H (-0.880, -0.179, 1.376)
H (-2.313, 2.514, -3.269)
H (-1.562, 3.543, -1.970)
H (-0.516, 2.467, -2.978)
H (-4.153, 1.519, -1.405)
H (-3.650, 0.628, 0.103)
H (-3.414, 2.426, -0.015)
H (2.643, -1.019, 3.485)
H (1.271, 0.121, 3.839)
H (0.933, -1.410, 2.917)
H (4.191, 1.029, 2.263)
H (3.544, 2.018, 0.872)
H (2.896, 2.281, 2.539)
S (0.217, 5.737, 1.925)
C (0.151, 4.254, 1.440)
N (0.040, 3.104, 1.135)

Here is what natural (NBO) gives for the atomic charges, in e: number 1, C, carries -0.256; number 2, C, carries 0.259; number 3, N, carries -0.589; number 4, C, carries 0.253; number 5, C, carries -0.284; number 6, C, carries -0.113; number 7, C, carries -0.963; number 8, P, carries 1.185; number 9, Pb, carries 1.011; number 10, P, carries 1.131; number 11, C, carries -0.770; number 12, O, carries -0.992; number 13, O, carries -1.000; number 14, H, carries 0.234; number 15, H, carries 0.233; number 16, H, carries 0.238; number 17, C, carries -0.977; number 18, C, carries -0.979; number 19, H, carries 0.270; number 20, H, carries 0.279; number 21, H, carries 0.499; number 22, H, carries 0.257; number 23, C, carries -0.958; number 24, C, carries -0.991; number 25, H, carries 0.029; number 26, H, carries 0.476; number 27, H, carries 0.509; number 28, H, carries 0.492; number 29, H, carries -0.168; number 30, H, carries 0.066; number 31, H, carries 0.256; number 32, H, carries 0.271; number 33, H, carries 0.276; number 34, H, carries 0.259; number 35, H, carries 0.280; number 36, H, carries 0.273; number 37, H, carries 0.258; number 38, H, carries 0.278; number 39, H, carries 0.316; number 40, H, carries 0.258; number 41, H, carries 0.283; number 42, H, carries 0.288; number 43, S, carries -0.040; number 44, C, carries 0.193; number 45, N, carries -0.829


Per-record largest force on an atom, eV/Å: 5.8 3.2